# 1
A single C5H8N2 molecule, computed with the ωB97M-V functional and the def2-TZVPD basis.

The geometry in XYZ format:
```
15
Properties=species:S:1:pos:R:3
C -2.49450 -0.21503 0.01606
C -1.02034 0.05347 -0.00728
C -0.41987 1.29925 -0.19252
N 0.92432 1.22133 -0.15476
C 1.16009 -0.07838 0.06183
N 2.62044 -0.26919 0.05225
C 0.03149 -0.88091 0.15912
H -2.75432 -1.12063 -0.54260
H -2.88330 -0.33624 1.03441
H -3.03848 0.61860 -0.44181
H -0.89756 2.25663 -0.35894
H 2.81201 0.73815 -0.11415
H 3.05919 -0.57114 0.92500
H 3.00134 -0.82361 -0.71774
H -0.06547 -1.94822 0.32481
```

The HOMO energy is -7.18 eV. The value obtained for the HOMO-LUMO gap is 7.31 eV. The value obtained for the max |F| is 0.47 eV/Å. The calculation puts the LUMO energy at 0.1 eV.

Now the Mulliken charges, all in e: C -1.073; C 1.060; C -0.956; N -0.715; C 0.267; N -0.167; C -1.123; H 0.295; H 0.222; H 0.316; H 0.401; H 0.420; H 0.352; H 0.342; H 0.358

# 2
8 unconnected molecules or ions with the total composition C27H30Cl21I2N3O4, computed with the ωB97M-V functional and the def2-TZVPD basis.

The geometry in XYZ format:
```
87
Properties=species:S:1:pos:R:3
C 4.74142 2.50658 3.97455
C 4.91010 1.99103 2.54529
O 5.24080 0.85081 2.38044
O 4.75163 2.78217 1.43335
C 3.42820 3.31880 1.27954
C 2.56959 2.50411 0.27053
C 1.04523 2.47674 0.69882
C 0.56161 1.07559 1.11765
C 1.58449 0.54094 2.11183
N 2.26953 0.18981 2.96373
C 0.82190 0.16535 -0.15453
C 1.12566 -1.23857 -0.10315
C 1.38148 -1.90333 -1.35644
N 1.35115 -1.37782 -2.57196
C 1.09120 -0.06549 -2.57946
C 0.83368 0.74926 -1.46620
C -0.92900 0.99373 1.65701
C -1.79410 0.50208 0.48882
N -2.41601 0.13801 -0.40347
C -1.06222 -0.16501 2.70587
C -2.53955 -0.51568 3.04172
O -2.50783 -1.50620 4.11123
C -2.43271 -0.91181 5.34923
O -3.36973 -0.80021 6.06881
C -1.61381 2.31818 2.11315
I -2.21195 3.62761 0.44803
C -0.90558 3.20642 3.16182
C -0.10857 2.49287 4.27936
I -2.50852 4.29585 4.20182
H 5.59430 2.28225 4.62049
H 4.45744 3.57318 3.99218
H 3.87019 1.96907 4.39225
H 2.94743 3.43261 2.26696
H 3.55383 4.34262 0.88485
H 2.64388 3.04718 -0.68655
H 2.98349 1.50213 0.08923
H 0.97718 3.23197 1.50114
H 0.50219 2.91388 -0.14615
H 1.19903 -1.80424 0.82225
H 1.60486 -2.97389 -1.29723
H 1.06635 0.42256 -3.56030
H 0.61689 1.80215 -1.62478
H -0.60261 -1.09553 2.33526
H -0.56024 0.06456 3.65111
H -3.06841 -1.01185 2.21790
H -3.11603 0.32837 3.45294
H -1.41589 -0.58469 5.66304
H -2.58673 2.04314 2.54392
H -0.29532 4.01399 2.74811
H 0.06367 3.23918 5.07409
H -0.74928 1.72718 4.74001
H 0.88550 2.12933 3.98363
Cl 1.62262 -1.76768 -6.02845
C 3.05632 -0.74430 -5.95452
Cl 2.59469 0.96544 -5.96837
Cl 4.04940 -1.10351 -4.54172
H 3.65092 -0.94146 -6.83755
Cl -1.36964 -4.18178 2.21083
C -1.82914 -4.11494 0.51455
Cl -1.03228 -2.74943 -0.29112
Cl -1.42173 -5.63343 -0.29093
H -2.90358 -3.98095 0.45209
Cl 0.97410 6.34107 4.24393
C 0.49459 7.31989 2.85147
Cl -0.14960 6.29538 1.56056
Cl -0.68502 8.54121 3.32344
H 1.37591 7.82490 2.47624
Cl -2.38634 -5.50607 -7.20423
C -1.16366 -4.25475 -6.97750
Cl -1.04116 -3.77881 -5.27972
Cl 0.40406 -4.80544 -7.57735
H -1.46230 -3.38641 -7.55180
Cl -6.85201 -6.23621 -6.81330
C -6.43564 -4.62793 -7.40659
Cl -5.48065 -3.74665 -6.20700
Cl -5.56430 -4.73883 -8.93742
H -7.35381 -4.08034 -7.57749
Cl 5.73307 -0.11601 -1.31538
C 5.42648 -1.24218 -0.00595
Cl 3.68434 -1.49018 0.11619
Cl 6.25466 -2.78240 -0.27279
H 5.79815 -0.80838 0.91633
Cl -7.51970 -3.89274 -1.16258
C -6.38314 -4.60436 -2.31229
Cl -4.72400 -4.44004 -1.73124
Cl -6.77281 -6.30028 -2.60245
H -6.46861 -4.06940 -3.24962
```

The HOMO energy is -9.28 eV. The value obtained for the HOMO-LUMO gap is 8.95 eV. The value obtained for the max |F| is 2.89 eV/Å. The calculation puts the LUMO energy at -0.3 eV.

Now the Mulliken charges, all in e: C -1.008; C 0.669; O -0.478; O -0.399; C -0.538; C -0.375; C -1.287; C 3.534; C -1.244; N -0.683; C 1.628; C -2.618; C 0.117; N -0.112; C -0.816; C -0.484; C 3.047; C -1.190; N -0.624; C -0.754; C -0.650; O -0.278; C 0.156; O -0.478; C -2.040; I 0.127; C 0.416; C -1.206; I 0.130; H 0.362; H 0.326; H 0.261; H 0.171; H 0.404; H 0.348; H 0.083; H -0.478; H 0.421; H 0.537; H 0.469; H 0.252; H 0.420; H 0.065; H 0.669; H 0.227; H 0.266; H 0.430; H 1.301; H -0.401; H 0.608; H 0.340; H 0.093; Cl -0.012; C -0.211; Cl -0.140; Cl -0.042; H 0.389; Cl -0.123; C -0.022; Cl 0.168; Cl -0.140; H 0.223; Cl -0.100; C -0.064; Cl -0.044; Cl -0.109; H 0.345; Cl -0.111; C 0.001; Cl -0.061; Cl -0.130; H 0.296; Cl -0.109; C -0.037; Cl -0.089; Cl -0.111; H 0.350; Cl -0.143; C 0.154; Cl 0.059; Cl -0.163; H 0.227; Cl -0.135; C 0.174; Cl -0.045; Cl -0.121; H 0.139

# 3
2 unconnected molecules or ions with the total composition C5H14O, computed with the ωB97M-V functional and the def2-TZVPD basis.

The geometry in XYZ format:
```
20
Properties=species:S:1:pos:R:3
C 0.95919 -0.45930 1.00646
C 1.69919 0.31196 -0.05174
C 2.59047 1.44330 0.46580
O 2.57744 -0.67257 -0.69347
H 0.82276 -1.49836 0.71271
H -0.02577 -0.06168 1.22909
H 1.46902 -0.35337 1.96189
H 1.13936 0.73468 -0.86674
H 3.25123 1.06417 1.24519
H 3.20655 1.81717 -0.35285
H 1.99525 2.24905 0.91633
H 2.85704 -0.29871 -1.53194
C -3.19226 -1.13197 -0.23831
C -2.40065 0.07792 -0.77312
H -2.62386 -1.90885 0.26194
H -3.91430 -0.83002 0.52837
H -3.81546 -1.54964 -1.03406
H -1.43707 0.09626 -0.27746
H -2.89154 1.04328 -0.66696
H -2.26658 -0.07332 -1.84114
```

The HOMO energy is -10.17 eV. The value obtained for the HOMO-LUMO gap is 11.12 eV. The value obtained for the max |F| is 2.05 eV/Å. The calculation puts the LUMO energy at 1.0 eV.

Now the Mulliken charges, all in e: C -1.293; C 0.601; C -1.335; O -0.575; H 0.331; H 0.314; H 0.356; H 0.308; H 0.329; H 0.347; H 0.321; H 0.319; C -0.918; C -0.305; H 0.307; H 0.264; H 0.284; H -0.254; H 0.326; H 0.273

# 4
A molecular structure, C4H11O2Yb, computed with the ωB97M-V functional and the def2-TZVPD basis.

The geometry in XYZ format:
```
18
Properties=species:S:1:pos:R:3
H -0.39809 1.68282 3.21237
O -0.47851 1.85869 4.16669
C -0.47596 0.62888 4.85775
H 0.41312 0.02344 4.61565
H -0.46194 0.85131 5.93258
H -1.37575 0.03093 4.63762
C -0.33083 0.90698 -3.45142
O 0.08489 0.18146 -2.29928
C 0.57218 -1.08485 -2.52638
C 0.93302 -1.83550 -1.30121
Yb -0.50689 1.24384 0.00420
H -0.73478 1.86354 -3.09717
H 0.53381 1.07821 -4.10597
H -1.11379 0.35689 -3.99171
H 1.40762 -2.72892 -1.80308
H 0.16262 -1.57577 -3.41437
H 1.72527 -1.34027 -0.71845
H 0.04400 -2.14169 -0.71780
```

Its expectation value of S² is 0.75. The HOMO energy (spin up / spin down) is -5.34 / -5.35 eV. The value obtained for the HOMO-LUMO gap (spin up / spin down) is 5.65 / 5.45 eV. The value obtained for the max |F| is 2.12 eV/Å. The calculation puts the LUMO energy (spin up / spin down) at 0.3 / 0.1 eV. Its spin multiplicity is 2.

Now the Mulliken charges, all in e: H 0.166; O -0.417; C -0.463; H 0.232; H 0.197; H 0.232; C -0.614; O -0.037; C -0.126; C -0.879; Yb -0.201; H 0.151; H 0.309; H 0.325; H 0.295; H 0.307; H 0.265; H 0.256